Molecular formula: C7H15N
Method: DFT, wB97M-V/def2-TZVPD

As for the spin multiplicity: 1. Its energy relative to the best compared isomer or geometry (same formula, charge and spin) is 184.6 kJ/mol. The calculation puts the largest force on an atom at 3.61 eV/Å. Its charge is 0. Its structure (SMILES) is CCN1CCC[C@@H]1C. As for the total energy: -330.39758 hartree. The calculation puts the LUMO energy at 1.09 eV.

Structure (XYZ):
```
23
Properties=species:S:1:pos:R:3:nbo_charge:R:1
C -1.169 -0.062 2.280 -0.6427
C -0.171 -0.979 1.487 -0.2130
N 0.178 -0.699 0.086 -0.4521
C -1.015 -0.885 -0.802 -0.2177
C -1.002 0.359 -1.656 -0.4214
C 0.315 1.130 -1.570 -0.4074
C 0.847 0.600 -0.242 -0.0581
C 2.372 0.232 -0.258 -0.5950
H -2.243 -0.302 1.774 0.1869
H -0.982 1.017 2.211 0.2058
H -1.379 -0.392 3.431 0.2229
H 0.786 -0.875 2.071 0.1864
H -0.652 -1.945 1.544 0.1986
H -1.969 -1.078 -0.234 0.1945
H -0.797 -1.722 -1.514 0.1817
H -1.129 -0.111 -2.647 0.2117
H -1.834 1.047 -1.415 0.2038
H 0.959 0.943 -2.506 0.2049
H 0.059 2.142 -1.531 0.2134
H 0.607 1.344 0.444 0.1789
H 3.017 1.055 -0.560 0.2011
H 2.487 -0.628 -1.099 0.2067
H 2.718 -0.190 0.708 0.2101
```

Molecular formula: C2HClNO2P
Method: DFT, wB97M-V/def2-TZVPD

As for the spin multiplicity: 1. Its energy relative to the best compared isomer or geometry (same formula, charge and spin) is 224.2 kJ/mol. The calculation puts the largest force on an atom at 3.75 eV/Å. Its charge is 0. As for the total energy: -1083.51294 hartree. The calculation puts the LUMO energy at -2.27 eV.

Structure (XYZ):
```
8
Properties=species:S:1:pos:R:3:nbo_charge:R:1
C -2.136 0.355 0.442 0.1164
C -1.213 0.381 -0.647 0.8017
N -2.856 0.387 1.314 -0.1012
O -1.086 0.683 -1.764 -0.3268
O 0.490 0.159 0.383 -0.9637
P 1.695 -0.339 -0.498 0.9080
Cl 2.250 -1.938 0.700 -0.3621
H 2.856 0.312 0.070 -0.0722
```

Molecular formula: C6H15BClFHfO6S
Method: DFT, wB97M-V/def2-TZVPD

As for the spin multiplicity: 1. Its energy relative to the best compared isomer or geometry (same formula, charge and spin) is 0.0 kJ/mol. The calculation puts the largest force on an atom at 7.33 eV/Å. Its charge is +2. As for the total energy: -1719.19265 hartree. The calculation puts the LUMO energy at -13.84 eV.

Structure (XYZ):
```
32
Properties=species:S:1:pos:R:3:lowdin_charge:R:1
Hf -5.451 30.127 -6.059 1.9766
B -4.180 31.780 -7.577 -0.2707
H -5.346 31.467 -7.617 -0.0446
H -3.774 31.353 -6.538 -0.0682
H -3.580 31.302 -8.476 0.0743
H -4.173 32.961 -7.565 0.0741
Cl -3.262 28.811 -6.199 0.2155
O -0.485 31.304 -9.831 -0.2492
S 0.381 31.622 -8.749 0.5748
O 1.752 31.245 -8.722 -0.2306
O 0.311 33.187 -8.506 -0.2517
C 1.167 33.827 -7.554 -0.2569
C 0.952 35.324 -7.717 -0.0582
C -0.383 30.991 -7.246 -0.1295
H 2.211 33.614 -7.783 0.1267
H 0.929 33.562 -6.521 0.1199
H 1.192 35.649 -8.729 0.0896
H 1.455 35.956 -6.991 0.0891
H -0.121 35.524 -7.635 0.0776
H 0.393 31.020 -6.482 0.0750
H -0.701 29.964 -7.410 0.0418
H -1.223 31.611 -6.936 0.0427
C -2.446 25.813 -3.824 -0.0697
C -1.235 25.919 -4.776 -0.3423
O -0.988 24.574 -5.111 0.1527
C -2.154 23.891 -4.993 -0.5386
O -2.382 22.860 -5.515 0.2299
O -3.029 24.592 -4.229 0.0761
F -0.163 26.536 -4.263 0.1059
H -3.097 26.652 -4.080 0.0842
H -2.198 25.849 -2.765 0.1490
H -1.522 26.410 -5.716 0.1349
```

Molecular formula: C14H47BN7O4P3
Method: DFT, wB97M-V/def2-TZVPD

As for the spin multiplicity: 1. The calculation puts the largest force on an atom at 4.62 eV/Å. Its charge is 0. Its structure (SMILES) is CN(C)P(=O)(N(C)C)N(C)C.CN(C)P(=O)(N(C)C)N(C)C.CCO[PH3]B(N)O. As for the total energy: -2294.78928 hartree. The calculation puts the LUMO energy at 0.62 eV.

Structure (XYZ):
```
76
Properties=species:S:1:pos:R:3:lowdin_charge:R:1
C -5.655 3.020 -6.111 -0.1041
N -5.077 1.729 -5.796 -0.3078
C -4.243 1.159 -6.852 -0.1108
P -4.738 1.102 -4.278 0.5608
O -3.329 1.295 -3.897 -0.2829
N -5.567 1.900 -2.976 -0.2918
C -6.727 2.754 -3.130 -0.1491
C -4.741 2.344 -1.860 -0.1343
N -5.634 -0.280 -4.284 -0.3136
C -6.663 -0.609 -5.258 -0.0979
C -5.617 -1.089 -3.077 -0.1086
H -6.369 2.921 -6.934 0.0879
H -4.892 3.749 -6.409 0.0901
H -6.194 3.434 -5.274 0.0325
H -4.524 0.126 -7.080 0.0680
H -3.183 1.167 -6.586 0.0792
H -4.370 1.743 -7.762 0.0835
H -6.471 3.778 -3.431 0.0734
H -7.256 2.824 -2.175 0.0798
H -7.434 2.339 -3.852 0.0774
H -4.243 3.305 -2.045 0.0852
H -3.971 1.614 -1.631 0.0624
H -5.385 2.450 -0.983 0.0793
H -7.548 0.025 -5.148 0.0790
H -6.963 -1.645 -5.100 0.0818
H -6.306 -0.528 -6.281 0.0587
H -6.483 -0.874 -2.443 0.0851
H -4.716 -0.889 -2.497 0.0744
H -5.615 -2.150 -3.332 0.0814
C 2.307 -2.087 5.565 -0.1202
N 3.600 -1.923 4.941 -0.3173
C 3.902 -2.911 3.923 -0.1295
P 4.509 -0.450 4.772 0.6098
O 4.065 -0.014 3.424 -0.2916
N 4.042 0.806 5.809 -0.3071
C 3.235 0.625 6.998 -0.1330
C 3.792 2.097 5.174 -0.1279
N 5.840 -0.988 5.596 -0.3101
C 5.991 -2.250 6.308 -0.0969
C 6.875 -0.001 5.899 -0.1132
H 2.274 -3.018 6.144 0.0843
H 1.489 -2.121 4.832 0.0869
H 2.087 -1.284 6.255 0.0334
H 4.888 -3.369 4.059 0.0630
H 3.879 -2.484 2.915 0.0604
H 3.164 -3.713 3.964 0.0847
H 2.165 0.556 6.774 0.0764
H 3.377 1.480 7.664 0.0823
H 3.542 -0.264 7.553 0.0814
H 2.793 2.168 4.730 0.0854
H 4.516 2.289 4.387 0.0705
H 3.896 2.877 5.932 0.0806
H 5.374 -2.275 7.210 0.0834
H 7.037 -2.345 6.601 0.0825
H 5.750 -3.116 5.703 0.0529
H 6.766 0.383 6.918 0.0857
H 6.817 0.844 5.214 0.0768
H 7.867 -0.441 5.791 0.0804
C -0.546 -0.130 -1.936 -0.0915
C 0.282 0.206 -3.192 -0.3617
O 1.218 -0.779 -3.585 -0.4625
P 2.509 -1.197 -2.518 0.8062
B 3.976 -1.724 -1.276 -0.7299
N 4.332 -0.952 -0.131 0.1491
O 4.673 -2.910 -1.533 0.0524
H -1.582 -0.314 -2.220 0.0488
H -0.509 0.704 -1.235 0.0687
H -0.189 -1.022 -1.422 0.0459
H 0.770 1.182 -3.074 0.0913
H -0.406 0.321 -4.031 0.0990
H 3.254 -1.497 -3.677 0.0204
H 1.733 -2.286 -2.030 0.0173
H 2.440 0.142 -2.000 0.0247
H 4.422 -1.530 0.700 0.0607
H 3.571 -0.310 0.075 0.0550
H 4.126 -3.688 -1.491 0.0731
```

Molecular formula: C35H55CuN4OP2S
Method: DFT, wB97M-V/def2-TZVPD

As for the expectation value of S²: 0.762. As for the spin multiplicity: 2. Its energy relative to the best compared isomer or geometry (same formula, charge and spin) is 0.0 kJ/mol. The calculation puts the largest force on an atom at 5.17 eV/Å. Its charge is +1. As for the total energy: -4382.01666 hartree. The calculation puts the LUMO energy (spin up / spin down) at -2.30 / -3.43 eV.

Structure (XYZ):
```
99
Properties=species:S:1:pos:R:3:lowdin_spin:R:1
C -1.743 1.357 -2.537 0.0027
C -1.858 2.395 -0.422 0.0070
C -2.531 2.345 -3.121 0.0008
C -2.527 3.506 -1.018 0.0023
C -2.866 3.469 -2.358 0.0007
H -2.839 2.209 -4.152 0.0001
H -2.807 4.332 -0.369 0.0003
H -3.382 4.306 -2.830 0.0000
N -1.313 1.461 -1.273 0.0474
P 0.297 -0.419 -2.621 0.1266
P -1.185 1.053 2.084 0.0908
C -1.368 0.057 -3.241 0.0151
H -2.079 -0.724 -2.935 0.0000
H -1.438 0.135 -4.330 0.0032
C -1.903 2.211 0.983 0.0109
H -2.459 3.011 1.499 0.0016
C -2.771 0.708 3.140 0.0142
C 0.239 1.802 3.212 0.0148
C 0.460 -2.223 -3.065 0.0222
C 1.402 0.763 -3.585 0.0137
C -2.613 -0.766 3.533 0.0037
H -1.725 -0.922 4.158 0.0004
H -3.494 -1.084 4.105 0.0001
H -2.525 -1.409 2.651 0.0007
C -2.901 1.603 4.372 0.0041
H -2.084 1.491 5.089 0.0002
H -3.004 2.659 4.095 0.0001
H -3.829 1.322 4.893 0.0011
C -4.045 0.932 2.318 0.0008
H -4.911 0.632 2.924 0.0006
H -4.184 1.985 2.055 0.0001
H -4.067 0.346 1.397 -0.0001
C 0.501 0.799 4.347 0.0014
H 0.716 -0.204 3.947 0.0007
H 1.379 1.133 4.918 0.0000
H -0.336 0.712 5.049 0.0000
C 1.511 1.930 2.368 -0.0014
H 1.844 0.956 1.989 -0.0006
H 1.372 2.602 1.512 -0.0004
H 2.318 2.339 2.997 0.0003
C -0.137 3.192 3.716 0.0044
H -1.013 3.195 4.368 0.0001
H 0.709 3.581 4.301 0.0011
H -0.322 3.875 2.879 0.0002
C 2.823 0.187 -3.661 0.0002
H 3.457 0.934 -4.164 0.0000
H 3.237 0.021 -2.656 0.0000
H 2.873 -0.738 -4.251 0.0000
C 1.492 2.122 -2.863 0.0000
H 0.521 2.622 -2.791 -0.0001
H 1.922 2.016 -1.860 -0.0005
H 2.159 2.767 -3.454 -0.0001
C 0.829 0.987 -4.984 0.0068
H 1.552 1.588 -5.550 0.0012
H 0.670 0.049 -5.527 0.0002
H -0.110 1.549 -4.954 0.0003
C -0.697 -3.007 -2.421 0.0008
H -1.665 -2.749 -2.865 0.0000
H -0.526 -4.079 -2.594 -0.0001
H -0.758 -2.843 -1.338 0.0002
C 1.793 -2.773 -2.519 0.0004
H 1.831 -2.724 -1.422 -0.0003
H 1.874 -3.829 -2.823 -0.0001
H 2.667 -2.245 -2.922 0.0000
C 0.409 -2.386 -4.587 0.0101
H -0.504 -1.955 -5.019 0.0005
H 1.288 -1.962 -5.091 0.0002
H 0.400 -3.465 -4.801 0.0026
Cu -0.070 0.062 -0.517 0.4202
C 1.778 -0.313 -0.066 0.0860
O 2.750 0.383 -0.304 0.0174
N -1.643 -0.766 0.309 0.0084
C -2.795 -0.977 0.132 -0.0087
C -3.940 -1.816 -0.124 -0.0007
C -3.826 -3.220 -0.046 -0.0011
C -5.186 -1.248 -0.434 -0.0010
C -4.960 -4.028 -0.193 0.0001
H -2.857 -3.686 0.142 0.0000
C -6.309 -2.060 -0.579 0.0002
H -5.234 -0.167 -0.553 -0.0001
C -6.209 -3.449 -0.450 -0.0010
H -4.877 -5.113 -0.116 0.0000
H -7.266 -1.594 -0.803 0.0000
H -7.106 -4.066 -0.572 -0.0001
S 1.816 -1.780 1.057 0.0350
C 3.521 -1.630 1.577 0.0156
N 4.490 -1.860 0.688 0.0034
C 5.822 -1.259 0.855 0.0009
C 6.194 -1.319 2.318 0.0001
C 5.132 -0.713 3.211 0.0011
N 3.802 -1.190 2.800 0.0091
H 4.185 -2.084 -0.256 0.0000
H 5.803 -0.222 0.483 0.0005
H 6.505 -1.842 0.236 0.0000
H 7.137 -0.786 2.470 0.0000
H 6.350 -2.366 2.603 0.0000
H 5.150 0.387 3.159 0.0006
H 5.274 -1.007 4.255 0.0001
H 3.001 -1.036 3.412 0.0000
```

Molecular formula: C2H7NOSi
Method: DFT, wB97M-V/def2-TZVPD

As for the spin multiplicity: 1. Its energy relative to the best compared isomer or geometry (same formula, charge and spin) is 141.7 kJ/mol. The calculation puts the largest force on an atom at 5.03 eV/Å. Its charge is 0. Its structure (SMILES) is C=N[SiH2]OC. As for the total energy: -499.86382 hartree. The calculation puts the LUMO energy at 0.87 eV.

Structure (XYZ):
```
12
Properties=species:S:1:pos:R:3:nbo_charge:R:1
C 2.455 0.650 -0.641 0.0565
N 1.362 0.461 -0.049 -0.8604
Si 0.306 -0.728 0.513 1.5831
O -0.988 -0.482 -0.523 -0.8825
C -2.138 0.185 -0.073 -0.2119
H 2.528 1.559 -1.057 0.1452
H 3.272 -0.038 -0.790 0.1395
H 0.648 -2.108 0.415 -0.2387
H -0.014 -0.377 1.931 -0.2238
H -1.993 0.505 0.928 0.1642
H -2.353 0.989 -0.663 0.1765
H -3.085 -0.616 0.011 0.1523
```